No. 1
Entry from the OMol25 dataset: a molecular structure, C3H9FN2 (ωB97M-V/def2-TZVPD).

Properties
relative energy (zero: lowest compared OMol25 entry of this formula, charge and spin)	6.030	eV
multiplicity	1
HOMO level	-0.356	hartree
frontier orbital gap	9.9	eV
LUMO level	0.0070	Ha

XYZ file:
```
15
Properties=species:S:1:pos:R:3:nbo_charge:R:1
C -0.6339 -0.3160 0.6371 -0.26
C 0.1242 0.4427 -0.3524 -0.12
C 1.5697 0.5918 0.2191 0.05
H -2.2614 -1.8746 0.8829 0.36
H -2.8464 0.2986 1.3492 0.38
H -0.5217 0.3981 1.5320 0.17
H 0.0451 -1.1624 0.8497 0.23
H -0.1094 1.4016 -0.7726 0.21
H -0.5295 -0.5192 -1.9169 0.33
H 0.7931 -0.1824 -2.2815 0.34
H 2.1973 -0.2097 0.9108 0.19
H 1.3385 1.4160 0.8411 0.16
N -2.1394 -0.4955 0.4908 -0.84
N 0.4895 -0.5651 -1.5048 -0.81
F 2.4844 0.7760 -0.8847 -0.38
```

=====

No. 2
Entry from the OMol25 dataset: a single C5H4O2 molecule (ωB97M-V/def2-TZVPD).

Properties
relative energy (zero: lowest compared OMol25 entry of this formula, charge and spin)	0.273	eV
multiplicity	1
HOMO level	-0.338	hartree
frontier orbital gap	9.4	eV
SMILES	O=c1cccco1
LUMO level	0.0062	Ha

XYZ file:
```
11
Properties=species:S:1:pos:R:3:nbo_charge:R:1
O -1.8613 -0.6026 1.8701 -0.56
C -0.9623 -0.3044 1.1294 0.72
C -0.1707 -1.2246 0.3381 -0.33
C 0.5307 -0.7763 -0.7193 -0.13
C 0.8444 0.6250 -0.8485 -0.35
C 0.1815 1.4591 -0.0302 0.21
O -0.7289 1.0473 0.8749 -0.46
H -0.3530 -2.2813 0.4859 0.23
H 0.6797 -1.4997 -1.5079 0.22
H 1.5759 1.0166 -1.5489 0.24
H 0.2640 2.5407 -0.0436 0.20
```

=====

No. 3
Entry from the OMol25 dataset: a molecular structure, C5H10O2 (ωB97M-V/def2-TZVPD).

Properties
relative energy (zero: lowest compared OMol25 entry of this formula, charge and spin)	5.569	eV
multiplicity	1
HOMO level	-0.302	hartree
frontier orbital gap	8.5	eV
LUMO level	0.0112	Ha

XYZ file:
```
17
Properties=species:S:1:pos:R:3:nbo_charge:R:1
C 1.9561 0.1152 -0.3287 -0.64
C 1.2098 -0.6427 0.6296 -0.29
O -0.6189 0.6772 -1.4674 -0.57
C -1.4720 1.2396 -0.7514 0.35
C -1.5988 0.6815 0.5425 -0.66
C 0.2939 -1.5695 0.5363 0.11
O -0.3956 -1.9055 -0.5448 -0.70
H 1.8962 1.1668 -0.0305 0.21
H 1.5830 -0.1549 -1.3160 0.22
H 3.0110 -0.1004 -0.1415 0.22
H 1.7624 -0.5495 1.5672 0.19
H -2.0262 1.9362 -1.3664 0.17
H -2.5961 1.7068 0.5587 0.17
H -1.1446 1.2297 1.3716 0.27
H -1.8148 -0.3584 0.6576 0.28
H 0.3226 -2.3571 1.2573 0.18
H -0.4056 -1.1588 -1.1582 0.50
```